Entry 1:
Computed, not measured: C12H24CdO16S as an isolated structure at a distorted geometry, with ωB97M-V/def2-TZVPD.

Properties
E_LUMO ... 0.05 eV
ΔE to the lowest compared entry with this formula, charge and spin ... 0.00 kcal per mole
Spin multiplicity ... 1
Kohn-Sham gap ... 0.2834 hartree
E_HOMO ... -0.2817 Ha
E_tot ... -60993.0759 eV
Total charge ... 0

Structure (XYZ):
```
54
Properties=species:S:1:pos:R:3:forces:R:3
Cd -17.388484 -5.911180 -16.506174 -0.4 -0.5 0.1
S -18.193268 -4.581493 -18.692863 -1.0 1.4 0.3
O -17.144952 -4.188789 -17.644720 0.3 1.1 -0.7
O -17.692999 -4.283404 -20.016828 0.1 -0.7 -0.1
O -18.384104 -6.061125 -18.390403 -0.3 -0.4 -1.3
O -19.453717 -3.897239 -18.380460 0.2 -0.2 0.0
C -21.406464 -5.716584 -16.378836 -0.3 -0.9 0.0
O -21.254086 -4.776662 -15.296705 0.0 0.1 0.0
C -20.013942 -4.590718 -14.899915 -0.3 0.3 -0.6
O -19.081531 -5.272539 -15.257077 -0.3 0.0 1.0
O -19.852876 -3.578912 -14.067536 0.2 0.0 0.1
C -20.939699 -2.686102 -13.800807 -0.6 0.0 0.1
H -20.833655 -6.622620 -16.176333 0.2 0.2 0.0
H -21.091490 -5.284760 -17.326258 0.1 0.2 0.1
H -22.452370 -6.012669 -16.354976 -0.1 0.3 -0.2
H -21.571607 -3.082693 -13.003663 0.2 0.0 0.1
H -21.585579 -2.534416 -14.661196 0.3 0.0 -0.2
H -20.504727 -1.740577 -13.497441 0.1 0.0 0.0
C -14.336290 -8.792603 -16.067386 -0.1 0.6 0.7
O -14.596473 -8.911456 -17.459396 0.2 0.1 0.0
C -15.161683 -7.837739 -18.023517 -0.3 0.0 0.1
O -15.641289 -6.905120 -17.408678 1.2 -0.6 0.0
O -15.123732 -7.943020 -19.311277 0.3 -0.3 -0.7
C -15.666516 -6.826233 -20.069685 -0.5 0.4 0.3
H -13.815355 -7.861134 -15.828444 0.1 -0.1 -0.3
H -13.712292 -9.622812 -15.757446 -0.1 -0.2 -0.2
H -15.254472 -8.754508 -15.473862 -0.1 -0.2 -0.2
H -15.425283 -6.979793 -21.113279 0.2 -0.3 0.0
H -15.248740 -5.890527 -19.704129 0.1 0.0 0.0
H -16.744060 -6.777068 -19.929215 0.0 0.0 0.0
C -14.053947 -4.310839 -15.609656 0.5 0.4 -0.1
O -14.436736 -4.366612 -14.220524 0.3 0.0 0.1
C -15.484765 -5.103933 -13.958659 0.0 0.4 -0.4
O -16.138870 -5.668092 -14.815835 0.7 -0.2 1.6
O -15.709613 -5.116159 -12.659781 -0.1 -0.3 0.1
C -17.000479 -5.591115 -12.238754 -0.3 0.3 -0.3
H -13.129771 -3.737968 -15.629362 0.0 -0.1 0.2
H -14.786687 -3.764459 -16.201322 -0.3 -0.4 0.0
H -13.852961 -5.313324 -15.975380 -0.3 0.0 -0.2
H -17.495662 -6.115395 -13.052435 0.0 0.0 0.0
H -17.572886 -4.700787 -11.985159 -0.1 -0.1 0.1
H -16.907806 -6.241135 -11.375219 0.3 0.1 0.0
C -17.904874 -11.317704 -16.926297 0.1 -0.6 0.2
O -17.861019 -9.891243 -16.940633 0.1 0.2 0.1
C -18.085727 -9.178225 -15.856487 -0.1 0.0 -0.3
O -18.089300 -7.971073 -15.889061 -0.2 -0.5 0.5
O -18.312108 -9.893173 -14.760456 -0.1 -0.2 -0.1
C -18.764715 -9.152827 -13.630118 -0.2 0.8 0.4
H -18.893994 -11.688799 -17.191560 0.0 0.3 -0.2
H -17.665463 -11.746047 -15.957131 0.2 0.2 0.1
H -17.164974 -11.639600 -17.651865 -0.1 0.0 -0.1
H -18.024823 -8.436809 -13.268368 0.3 -0.3 -0.1
H -19.003948 -9.872680 -12.856901 0.0 -0.1 0.0
H -19.633025 -8.537377 -13.875542 -0.1 -0.3 -0.1
```
Positions in Å, forces in eV/Å.

These are the Mulliken partial charges, in e, on atoms 1 to 5: Cd 3.12; S 1.24; O -0.75; O -0.69; O -0.83

***

Entry 2:
Computed, not measured: C3H12N2OS2 as an isolated structure at a distorted geometry, with ωB97M-V/def2-TZVPD.

Properties
E_LUMO ... -3.42 eV
ΔE to the lowest compared entry with this formula, charge and spin ... 99.50 kcal per mole
Spin multiplicity ... 1
Kohn-Sham gap ... 0.2127 hartree
E_HOMO ... -0.3386 Ha
E_tot ... -29999.3492 eV
Total charge ... 0

Structure (XYZ):
```
20
Properties=species:S:1:pos:R:3:forces:R:3
S 1.167124 -1.069128 -1.213828 -0.2 0.1 -1.2
S -1.869553 1.474882 -1.939374 1.0 -1.0 0.2
C -0.351243 1.253186 -1.149027 -3.4 4.3 1.1
C -0.365736 1.067802 0.385238 -1.1 -1.0 -1.5
C 1.066124 0.977717 0.881935 -1.2 -0.1 0.4
N 1.097957 -0.069995 1.927871 0.4 2.2 0.0
N -1.194861 -0.137476 0.627130 -0.3 0.7 0.8
H 1.414558 -1.225439 -2.525814 0.0 0.1 0.0
H 0.127257 2.218932 -1.377419 1.1 -0.7 -0.3
H 0.327575 0.434920 -1.605190 1.5 -2.5 -0.6
H -0.953202 1.920790 0.730069 0.6 0.3 0.3
H 1.385444 1.965873 1.175355 0.3 0.1 0.3
H 1.655658 0.574412 0.057754 0.4 1.1 0.0
H 2.034687 0.033822 2.303603 0.1 -0.9 0.1
H 1.034505 -0.792301 1.249171 0.3 -2.1 0.7
H -1.574943 -0.049936 1.571382 0.7 -0.5 0.2
H -2.044551 0.053663 0.109435 -0.2 -0.2 -0.6
H -1.491093 -2.378999 -0.058661 0.3 -0.1 0.0
H -0.335203 -3.012523 -0.831429 -0.6 0.0 0.3
O -1.130504 -3.240203 -0.318201 0.1 0.0 -0.2
```
Positions in Å, forces in eV/Å.

These are the Mulliken partial charges, in e, on atoms 1 to 5: S -0.38; S -0.09; C -0.35; C -0.17; C -0.92

***

Entry 3:
Computed, not measured: one molecule with the formula C6H8F3N3 at a distorted geometry, with ωB97M-V/def2-TZVPD.

Properties
E_LUMO ... 0.74 eV
ΔE to the lowest compared entry with this formula, charge and spin ... 12.60 kcal per mole
Spin multiplicity ... 1
Kohn-Sham gap ... 0.3484 hartree
E_HOMO ... -0.3212 Ha
E_tot ... -18973.9208 eV
Structure (SMILES) ... Cc1[nH]cnc1[C@H](N)C(F)(F)F
Total charge ... 0

Structure (XYZ):
```
20
Properties=species:S:1:pos:R:3:forces:R:3
C -1.289855 -2.448829 0.254182 -0.4 2.4 -1.0
C 0.254871 -1.032605 0.262987 3.4 1.3 2.1
C -0.629859 -0.453873 -0.608031 0.2 -1.4 1.8
C -0.450581 0.891438 -1.188504 0.3 1.5 -0.9
C 1.697286 -0.500055 0.950776 -1.2 -1.4 -3.5
C 2.773752 -0.391205 -0.234514 -1.3 0.0 -0.6
N -0.160921 -2.183393 0.818569 0.2 -1.4 0.1
N -1.694076 -1.399281 -0.577290 0.4 -1.0 0.2
N 1.487766 0.706721 1.629443 -0.6 2.9 0.0
F 2.787627 -1.472958 -1.073962 -0.5 0.8 0.6
F 2.483200 0.727557 -0.976385 0.1 -0.7 0.0
F 4.037107 -0.233980 0.125127 0.5 0.1 0.9
H -1.903376 -3.300640 0.343837 -0.5 -0.8 0.3
H -1.319527 1.076839 -1.830244 0.3 0.5 0.1
H -0.279365 1.818066 -0.454449 -0.7 -2.2 -1.4
H 0.466835 0.843059 -1.845476 -1.1 0.3 0.6
H 2.097368 -1.288999 1.605678 -0.6 0.2 -0.1
H -2.498763 -1.642109 -1.157261 0.6 1.2 -0.2
H 0.963304 1.473564 1.055820 1.6 -2.1 1.4
H 2.365741 1.084005 2.023312 -0.8 -0.1 -0.4
```
Positions in Å, forces in eV/Å.

These are the Mulliken partial charges, in e, on atoms 1 to 5: C -0.44; C 0.62; C 0.25; C -1.16; C -0.26

***

Entry 4:
Computed, not measured: C39H38CrFN5O10S as an isolated structure at a distorted geometry, with ωB97M-V/def2-TZVPD.

Properties
E_LUMO (spin up / spin down) ... -1.16 / -1.16 eV
ΔE to the lowest compared entry with this formula, charge and spin ... 0.00 kcal per mole
Spin multiplicity ... 5
Kohn-Sham gap (spin up / spin down) ... 0.2309 / 0.2561 hartree
E_HOMO (spin up / spin down) ... -0.2735 / -0.2986 Ha
E_tot ... -110958.9181 eV
⟨S²⟩ ... 6.0089
Total charge ... 0

Structure (XYZ):
```
95
Properties=species:S:1:pos:R:3:forces:R:3
Cr 1.723557 -2.118235 0.310201 0.0 -0.2 0.3
C 2.126073 -3.557268 4.902956 0.0 0.0 0.0
C 1.813979 -4.050837 3.516154 0.0 0.0 0.0
C 2.829865 -4.259396 2.599062 0.0 0.0 0.1
C 2.553209 -4.692185 1.300966 0.1 0.1 -0.1
C 3.681828 -4.926804 0.330011 0.0 0.0 0.0
C 1.227403 -4.891160 0.929915 0.0 0.1 -0.1
C 0.182030 -4.688982 1.835736 -0.1 0.0 0.1
C -1.244667 -4.906724 1.415830 0.0 0.0 0.0
C 0.495717 -4.278839 3.121330 0.0 0.0 0.0
H 2.285925 -4.392350 5.589121 0.0 0.0 0.0
H 1.305723 -2.956769 5.296681 0.0 0.0 0.0
H 3.029853 -2.948203 4.904285 0.0 0.0 0.0
H 3.855971 -4.042275 2.873365 0.0 0.0 0.0
H 4.250946 -5.815957 0.608553 0.0 0.0 0.0
H 4.368065 -4.077854 0.329738 0.0 0.0 0.0
H 3.303860 -5.084241 -0.682082 0.0 0.0 0.0
H 0.994909 -5.198307 -0.084685 0.0 0.0 0.0
H -1.594243 -5.888649 1.743308 0.0 0.0 0.0
H -1.354329 -4.837657 0.333288 0.0 0.0 0.1
H -1.898417 -4.157102 1.865277 0.0 0.0 0.0
H -0.308467 -4.090806 3.826406 0.0 0.0 0.0
C 2.456420 4.908681 2.062512 0.0 0.0 0.0
C 2.529001 3.895395 0.929132 0.0 0.0 0.0
N 2.090223 2.562763 1.338007 0.0 0.0 0.0
C 3.017548 1.584193 1.520900 -0.1 0.0 0.0
C 2.731622 0.293507 1.812944 0.0 0.0 0.3
C 3.853588 -0.729460 1.703817 -0.1 0.1 -0.2
O 4.943296 -0.451341 2.172614 0.1 0.0 0.0
O 3.547896 -1.785766 1.037783 -0.1 -0.1 0.1
C 1.370568 -0.072546 2.047613 0.0 0.0 -0.2
O 0.956859 -1.244093 2.166074 0.1 0.0 0.3
C 0.396340 1.013749 2.010287 0.0 0.0 0.1
C -0.938970 0.714388 2.276432 0.0 0.1 0.0
C -1.903189 1.642642 2.023130 0.0 0.0 -0.1
F -3.187328 1.357736 2.338048 0.0 0.0 0.0
C -1.600522 2.846492 1.372300 0.0 0.2 0.0
C -0.269561 3.167960 1.168489 -0.1 0.1 0.2
C 0.752156 2.279461 1.534005 0.1 0.0 -0.1
N -2.606468 3.677351 0.807659 -0.1 -0.4 0.3
C -2.682671 5.089284 1.099081 0.1 0.0 -0.2
C -2.922551 5.811927 -0.246976 0.0 0.0 0.0
N -3.466335 4.801905 -1.221471 0.0 0.1 0.1
C -4.561330 3.994318 -0.590481 0.0 0.0 0.0
C -3.915830 3.117389 0.495634 0.0 0.0 0.1
H 2.791227 5.886863 1.716393 0.0 0.0 0.0
H 3.097154 4.599437 2.888241 0.0 0.0 0.0
H 1.439598 5.007241 2.444330 0.0 0.0 0.0
H 3.552377 3.794668 0.575380 0.0 0.0 0.0
H 1.940763 4.214901 0.066991 0.0 0.0 0.0
H 4.048107 1.868558 1.350522 0.0 0.0 0.0
H -1.188273 -0.271287 2.648070 0.0 0.0 0.0
H -0.037603 4.093306 0.657849 0.0 0.0 0.0
H -1.749087 5.435282 1.536205 0.0 0.0 0.0
H -3.488032 5.316434 1.808774 0.0 0.0 0.0
H -1.999055 6.196836 -0.675353 0.0 0.0 0.0
H -3.648823 6.619075 -0.175037 0.0 0.0 0.0
H -2.706675 4.155784 -1.453849 0.0 -0.1 0.0
H -3.782174 5.253997 -2.077636 0.0 0.0 0.0
H -5.052641 3.400669 -1.359802 0.1 0.0 0.0
H -5.274839 4.710615 -0.186377 0.0 0.0 0.0
H -3.781008 2.104178 0.134419 0.0 0.0 -0.1
H -4.591034 3.079215 1.353788 0.0 0.1 0.1
O -1.770539 -3.474466 -1.452034 -0.1 0.0 0.0
C -1.200112 -2.493217 -0.997455 0.2 -0.1 -0.2
O -0.087646 -2.504533 -0.365167 -0.2 0.2 -0.1
C -1.830525 -1.128733 -1.250960 -0.1 0.0 0.0
C -1.168421 0.043798 -0.933722 -0.1 0.1 0.0
C -1.659978 1.276842 -1.350063 0.0 0.1 -0.1
C -2.855453 1.347118 -2.030355 0.1 0.0 0.0
C -3.558713 0.171453 -2.258495 0.2 0.1 -0.2
C -3.059447 -1.065144 -1.908023 0.1 0.0 -0.1
N -4.866903 0.275970 -2.917605 -0.3 -0.2 1.0
O -5.324735 1.400962 -3.077258 0.0 0.2 -0.3
O -5.482541 -0.740917 -3.131770 0.1 0.0 -0.4
H -0.231961 -0.002589 -0.403734 0.1 0.0 0.0
H -1.057022 2.164755 -1.186115 -0.1 -0.1 -0.1
H -3.253038 2.274043 -2.421299 0.0 -0.1 -0.1
H -3.582987 -1.976690 -2.156600 0.0 0.0 0.0
O -0.511676 0.763082 -4.338559 -0.1 0.0 0.0
S 0.910383 0.659069 -4.136480 0.2 0.0 0.1
O 1.759336 1.468661 -4.967090 0.0 0.0 0.0
N 1.258531 0.873684 -2.556340 0.0 0.1 -0.1
C 1.704598 -0.234757 -2.012435 -0.1 0.0 0.2
O 1.914402 -0.362875 -0.771274 0.1 -0.2 -0.3
C 1.882141 -1.381538 -2.960784 0.0 0.0 0.0
C 2.404589 -2.637801 -2.717184 0.1 -0.1 -0.1
C 2.426629 -3.552331 -3.762582 0.0 0.0 0.0
C 1.929708 -3.211530 -5.017452 0.0 0.0 0.0
C 1.425369 -1.939205 -5.266234 0.0 0.0 0.0
C 1.424256 -1.044203 -4.217738 -0.1 0.0 0.0
H 2.842040 -2.901507 -1.756368 -0.1 0.0 -0.1
H 2.832611 -4.542320 -3.599568 0.0 0.0 0.0
H 1.945829 -3.945136 -5.812653 0.0 0.0 0.0
H 1.051738 -1.661052 -6.242462 0.0 0.0 0.0
```
Positions in Å, forces in eV/Å.

These are the Mulliken partial charges, in e, on atoms 1 to 5: Cr 0.26; C -1.88; C 0.69; C 0.14; C 0.46

***

Entry 5:
Computed, not measured: C22H19Cl8N3O3Y as an isolated structure, with ωB97M-V/def2-TZVPD.

Properties
E_LUMO ... -2.86 eV
ΔE to the lowest compared entry with this formula, charge and spin ... 0.00 kcal per mole
Spin multiplicity ... 1
Kohn-Sham gap ... 0.2506 hartree
E_HOMO ... -0.3559 Ha
E_tot ... -134957.0550 eV
Total charge ... +1

Structure (XYZ):
```
56
Properties=species:S:1:pos:R:3:forces:R:3
Y 0.653416 -0.759297 0.069001 -0.2 0.5 0.1
Cl 1.492466 4.336115 -0.603317 0.0 0.0 0.0
C 2.727420 3.114041 -0.562310 0.0 0.1 0.0
C 4.076686 3.522751 -0.613778 -0.1 -0.1 0.0
C 5.076233 2.598757 -0.594462 0.0 -0.1 0.0
Cl 6.727876 3.113589 -0.656856 0.0 0.0 0.0
C 4.775195 1.209852 -0.524887 0.0 0.1 0.0
C 5.738232 0.178137 -0.517856 0.0 0.0 0.0
C 5.339924 -1.128919 -0.456339 -0.1 0.0 0.0
C 3.968047 -1.420962 -0.396764 0.0 0.0 0.0
N 3.046237 -0.479367 -0.404915 -0.1 -0.1 0.1
C 3.422496 0.831512 -0.466972 0.1 0.1 -0.1
C 2.355926 1.793500 -0.485810 0.1 -0.3 -0.1
O 1.117334 1.354696 -0.444534 0.0 0.0 0.1
H 4.303739 4.577701 -0.670992 0.0 0.0 0.0
H 6.786856 0.438012 -0.564461 0.0 0.0 0.0
H 6.056869 -1.936676 -0.452466 0.0 0.0 0.0
H 3.602269 -2.440483 -0.336414 0.0 0.0 0.0
Cl -1.385402 -7.353105 0.301018 0.0 0.0 0.0
C -1.295155 -5.676019 -0.068627 0.1 0.0 0.0
C -2.374628 -5.032185 -0.658215 0.0 0.0 0.0
Cl -3.815474 -5.896489 -1.033272 0.0 0.0 0.0
C -2.287284 -3.666769 -0.940234 0.0 0.0 0.1
Cl -3.616003 -2.808418 -1.652618 0.0 0.0 0.0
C -1.141077 -2.951802 -0.639887 0.1 0.0 -0.1
O -1.021362 -1.638307 -0.881360 -0.1 0.0 -0.1
C -0.032632 -3.603399 -0.048250 0.0 -0.2 0.0
O 1.052194 -2.871044 0.221604 0.0 0.2 0.0
C -0.130041 -4.960120 0.234963 -0.1 0.0 0.0
Cl 1.218808 -5.730300 0.980081 0.0 0.0 0.0
Cl 1.671453 0.075360 2.730720 -0.2 -0.1 0.0
C 0.534076 -0.992991 3.599986 0.0 0.0 0.1
Cl -0.847600 -1.449929 2.576281 0.2 0.1 0.0
H 0.158734 -0.445708 4.455290 0.0 0.0 0.0
H 1.064108 -1.896328 3.876049 0.0 0.0 0.0
C -4.212968 1.242504 0.209220 0.0 0.1 -0.1
C -2.992171 0.365920 0.565372 -0.1 0.0 0.0
N -1.758584 1.014804 0.127048 0.4 -0.3 -0.1
C -1.786093 1.194749 -1.332374 0.0 0.1 -0.1
C -2.970838 2.093731 -1.741641 -0.1 0.1 0.1
N -3.693326 2.477036 -0.478535 0.0 0.0 0.0
C -2.769308 3.243124 0.430500 -0.1 0.0 -0.1
C -1.590315 2.308646 0.782729 0.0 0.0 0.1
H -4.773031 1.581432 1.079294 0.0 0.0 0.0
H -4.897921 0.760585 -0.486515 0.0 0.0 0.0
H -3.056776 -0.605544 0.075838 0.0 0.0 0.0
H -2.948313 0.212007 1.642490 0.0 0.0 0.0
H -1.872665 0.211271 -1.791100 0.0 0.0 0.0
H -0.842245 1.647793 -1.631972 0.0 0.0 0.0
H -3.697133 1.587379 -2.375275 0.0 0.0 0.0
H -2.665737 3.022187 -2.221578 0.0 0.0 0.0
H -4.482300 3.072363 -0.720287 0.0 0.0 0.0
H -3.359201 3.546041 1.294039 0.0 0.0 0.0
H -2.461860 4.132858 -0.116735 0.0 0.0 0.0
H -1.547604 2.152650 1.861114 0.0 0.0 0.0
H -0.641528 2.733049 0.458944 0.0 0.0 0.0
```
Positions in Å, forces in eV/Å.

These are the Mulliken partial charges, in e, on atoms 1 to 5: Y 1.20; Cl -0.23; C 0.65; C -0.83; C 0.65

***

Entry 6:
Computed, not measured: an isolated ion of composition BrHO3PS and charge -1 at a distorted geometry, with ωB97M-V/def2-TZVPD.

Properties
E_LUMO ... 3.40 eV
ΔE to the lowest compared entry with this formula, charge and spin ... 28.36 kcal per mole
Spin multiplicity ... 1
Kohn-Sham gap ... 0.2866 hartree
E_HOMO ... -0.1617 Ha
E_tot ... -96326.6482 eV
Structure (SMILES) ... O=S(=O)([O-])PBr
Total charge ... -1

Structure (XYZ):
```
7
Properties=species:S:1:pos:R:3:forces:R:3
O -0.425999 -0.487708 -1.578453 0.4 0.3 0.6
O 0.127489 1.774086 -0.856592 1.4 2.2 -0.8
O -1.811216 0.668996 0.073079 -0.6 0.0 -0.2
P 0.829638 -0.062505 1.434249 -1.3 1.1 -1.2
S -0.513080 0.550030 -0.557711 -1.3 -2.0 1.9
Br 0.297874 -2.155765 1.197967 -0.6 -1.9 0.6
H 1.495293 -0.287135 0.287461 2.0 0.3 -1.0
```
Positions in Å, forces in eV/Å.

These are the Mulliken partial charges, in e, on atoms 1 to 5: O -0.52; O -0.55; O -0.58; P -0.08; S 0.85